# 1
{
  "formula": "C4H21N2O5",
  "method": "ωB97M-V/def2-TZVPD",
  "elements": ["C", "C", "C", "C", "N", "N", "H", "H", "H", "H", "H", "H", "H", "H", "H", "H", "H", "H", "H", "O", "H", "H", "O", "H", "H", "O", "H", "H", "O", "H", "H", "O"],
  "xyz": [[0.6666, -0.1775, 1.0562], [0.2051, -1.5608, 1.5564], [-1.2603, -1.4540, 2.0297], [-2.9189, -2.4311, 0.7537], [-2.1581, -1.4375, 0.8999], [-0.0573, 0.2875, -0.1274], [1.7475, -0.2265, 0.9197], [0.6246, 0.5115, 1.8955], [0.3280, -2.3708, 0.8380], [0.9017, -1.7797, 2.3642], [-1.5385, -2.0390, 2.9159], [-1.2757, -0.4754, 2.5315], [-2.9732, -3.2577, 1.4702], [-3.6044, -2.5310, -0.0828], [-0.5256, 1.1899, 0.0767], [0.5137, 0.5768, -0.9648], [-0.7676, -0.3644, -0.4514], [-1.3887, 3.6264, 0.2919], [-0.8691, 3.1573, -0.9598], [-0.7513, 2.9750, -0.0160], [1.6449, 3.0717, 2.5170], [2.2622, 3.4368, 1.0755], [1.5419, 3.0425, 1.5680], [2.1832, -2.9281, -1.1940], [1.1755, -3.0893, -2.3370], [1.4151, -2.5323, -1.5900], [2.4386, -0.2638, -2.0904], [1.7583, 0.7647, -2.9857], [1.8233, 0.4774, -2.0700], [0.1185, 1.3302, -3.2328], [-0.5265, 2.6970, -3.4174], [-0.7338, 1.7742, -3.2406]],
  "atomic_forces_ev_per_a": [[1.308, -1.563, 0.871], [-0.325, 0.419, 0.090], [0.783, 1.164, 1.364], [-0.390, -0.401, 0.281], [0.042, -0.359, -0.307], [-0.205, 1.824, -1.042], [-0.054, 0.044, -0.842], [-0.695, 0.378, -0.288], [0.001, 0.202, -0.293], [-0.291, -0.144, 0.336], [-0.020, -1.030, -0.696], [-0.351, 0.254, -0.447], [0.151, 0.094, 0.111], [0.133, 0.347, -0.177], [-0.265, -0.181, 0.208], [0.194, -0.932, 0.931], [-0.247, -0.266, 0.292], [-0.046, -0.021, 0.916], [0.371, -0.532, -0.226], [-0.625, 0.543, -0.936], [0.689, 0.414, 0.093], [0.318, 0.205, 0.603], [-0.808, -0.674, -0.502], [0.476, -0.470, 0.198], [0.056, -0.090, 0.022], [-0.440, 0.579, -0.198], [-0.149, -0.254, 0.081], [0.467, -0.029, -0.045], [0.198, 0.327, -0.413], [-0.289, 0.020, -0.098], [-0.035, 0.065, -0.228], [0.048, 0.067, 0.341]],
  "energy_ha": -650.45945,
  "total_charge": 1,
  "relative_energy_ev": 1.9659,
  "mol_weight_da": 177.2,
  "homo_lumo_gap_ev": 10.3
}



# 2
{
  "formula": "C4H21N3O5",
  "method": "ωB97M-V/def2-TZVPD",
  "elements": ["N", "C", "C", "N", "C", "C", "N", "H", "H", "H", "H", "H", "H", "H", "H", "H", "H", "H", "O", "H", "H", "O", "H", "H", "O", "H", "H", "O", "H", "H", "O", "H", "H"],
  "xyz": [[0.1323, -1.0027, 1.9772], [-0.8366, -0.5962, 0.9878], [-0.8058, -1.0372, -0.2862], [0.0630, -2.1091, -0.7190], [-1.7401, -0.4865, -1.3275], [-1.1340, 0.7447, -1.9834], [0.2282, 0.4019, -2.5230], [-0.1629, -0.7556, 2.9081], [0.3521, -2.0029, 1.9076], [-1.5242, 0.2181, 1.3280], [0.0168, -2.2277, -1.7185], [1.0085, -1.8157, -0.4578], [-2.7575, -0.1722, -0.8725], [-2.0339, -1.2422, -2.0664], [-1.0631, 1.6021, -1.3221], [-1.7620, 1.0652, -2.8264], [0.8325, 0.1954, -1.8200], [0.6010, 1.1378, -3.1330], [-1.8032, 2.5666, 0.7313], [-2.2744, 3.2441, 1.1490], [-0.9509, 2.4391, 1.2031], [0.1379, -3.8827, 1.4477], [-0.6986, -3.5845, 1.0163], [0.7421, -4.0125, 0.6910], [0.5196, 2.3065, 2.0501], [1.1732, 2.5573, 1.3141], [0.5788, 1.3307, 2.0771], [2.1146, 2.3975, -0.1147], [1.4942, 2.5704, -0.9073], [2.2286, 1.4645, -0.1025], [2.3199, -0.2599, 0.1160], [1.7864, -0.4556, 0.9127], [3.2176, -0.5986, 0.3632]],
  "atomic_forces_ev_per_a": [[0.065, 0.156, -0.801], [0.089, 0.325, 0.075], [-0.756, -0.574, 0.492], [0.025, 1.091, 0.716], [-1.925, 0.880, 0.880], [0.992, -0.046, -1.265], [-2.854, 1.063, -2.850], [-0.029, -0.179, 0.122], [-0.169, 0.231, 0.267], [0.630, -0.873, -0.692], [0.071, 0.228, -0.185], [-0.095, -0.484, -0.411], [1.689, -0.404, -0.412], [0.440, 0.049, -0.008], [-0.310, -0.125, 0.497], [0.169, -0.166, 0.089], [2.231, -0.538, 2.417], [-0.214, -0.453, 0.527], [0.830, -1.712, -1.225], [-0.878, 1.530, 1.051], [-0.237, 0.404, 0.154], [-0.418, -0.124, -0.490], [1.029, -0.349, 0.263], [-0.626, 0.148, 0.454], [0.897, -0.329, -0.726], [-0.832, -0.442, 0.949], [0.095, 0.573, 0.051], [-1.669, 2.614, -2.104], [1.485, -0.410, 1.905], [0.289, -1.834, -0.061], [1.361, -0.848, 0.606], [-0.338, 0.090, 0.176], [-1.040, 0.506, -0.461]],
  "energy_ha": -705.46314,
  "smiles": "N/C=C(\\N)CCN.O.O.O.O.O",
  "relative_energy_ev": 0.0000,
  "mol_weight_da": 191.2,
  "homo_lumo_gap_ev": 8.2
}



# 3
{
  "formula": "C4H21NO8",
  "method": "ωB97M-V/def2-TZVPD",
  "elements": ["C", "C", "C", "O", "N", "C", "O", "H", "H", "H", "H", "H", "H", "H", "H", "H", "O", "H", "H", "O", "H", "H", "O", "H", "H", "O", "H", "H", "O", "H", "H", "O", "H", "H"],
  "xyz": [[-1.1773, -0.0312, -2.0207], [-0.6998, -0.6351, -0.7405], [-1.3396, -1.9746, -0.1788], [-2.1431, -1.4588, 0.9071], [0.8079, -0.8235, -0.8484], [1.5958, -1.8617, -1.3729], [1.1917, -3.0165, -1.5188], [-0.7393, 0.9414, -2.1148], [-2.3020, -0.0915, -2.0840], [-1.1279, -0.6062, -3.0313], [-0.6794, 0.1548, -0.0227], [-1.8780, -2.7201, -0.7450], [-0.4939, -2.4011, 0.3242], [-3.1424, -1.5963, 0.7710], [1.2517, 0.1539, -0.8049], [2.6418, -1.7256, -1.3493], [0.9672, -0.2101, 3.9014], [1.0496, -1.1327, 3.5549], [1.2621, 0.3900, 3.3399], [2.3735, 1.6675, -1.7321], [3.0557, 2.1792, -1.0421], [1.9603, 2.3765, -2.1578], [0.4588, 3.7589, -1.7767], [0.4282, 3.4410, -0.9202], [-0.4847, 4.0573, -1.9715], [1.4179, -2.0322, 1.6654], [2.3432, -2.3813, 1.7854], [1.0236, -2.3021, 0.6924], [-1.3549, 0.2174, 2.8009], [-0.6026, -0.2737, 3.0735], [-1.7452, -0.4620, 2.0058], [-1.0498, 2.8365, 0.3167], [-1.0972, 2.1663, 0.8263], [-1.7717, 3.3956, 0.4676]],
  "atomic_forces_ev_per_a": [[-2.654, -1.858, -2.514], [2.195, -2.709, -2.026], [0.673, 2.958, 1.334], [-3.381, -1.245, -0.498], [1.486, 1.446, -1.027], [-3.154, -0.440, 1.713], [-0.215, 0.912, -0.347], [-0.250, 0.677, -0.381], [0.665, 1.185, 0.858], [1.315, 0.466, 1.835], [-0.853, -0.025, 1.017], [0.106, 0.290, -0.670], [-0.242, -0.956, 0.043], [2.425, 0.215, 0.201], [-0.278, -2.222, -0.368], [1.421, 1.098, -0.400], [-1.791, -5.481, 4.645], [0.320, 1.456, -0.106], [2.230, 3.786, -4.315], [4.064, 0.078, 4.152], [-2.742, -2.107, -2.859], [-1.346, 1.980, -1.183], [-1.513, 1.857, -3.580], [-0.467, -1.072, 2.919], [2.058, -0.708, 0.430], [-0.203, -1.315, -2.403], [-1.563, 0.259, -0.714], [2.323, 0.836, 3.824], [-2.978, -1.486, -3.873], [1.118, -0.310, 0.865], [1.331, 2.610, 2.976], [2.145, 6.191, -6.096], [-0.678, -7.448, 6.038], [-1.569, 1.085, 0.510]],
  "energy_ha": -821.54842,
  "smiles": "C[C@@H](CO)NC=O.O.O.O.O.O.O",
  "relative_energy_ev": 4.3020,
  "mol_weight_da": 211.2,
  "homo_lumo_gap_ev": 10.0
}



# 4
{
  "formula": "C4H22BO19",
  "method": "ωB97M-V/def2-TZVPD",
  "elements": ["O", "C", "O", "B", "O", "C", "O", "O", "C", "O", "C", "O", "O", "O", "H", "H", "O", "H", "H", "O", "H", "H", "O", "H", "H", "O", "H", "H", "O", "H", "H", "O", "H", "H", "O", "H", "H", "O", "H", "H", "O", "H", "H", "O", "H", "H"],
  "xyz": [[2.2423, -0.9499, -1.4084], [1.2787, -0.8794, -0.6330], [0.8429, 0.1673, 0.0769], [-0.3315, -0.2046, 0.8284], [-0.4425, -1.6609, 0.6441], [0.4047, -2.0910, -0.2784], [0.4828, -3.1772, -0.8032], [-1.4771, 0.6645, 0.3089], [-1.8606, 1.4051, 1.3135], [-2.8397, 2.1635, 1.3107], [-1.1026, 1.0360, 2.5949], [-0.0940, 0.1240, 2.2489], [-1.3343, 1.5390, 3.6801], [1.7767, 1.3542, -3.3466], [0.8349, 1.5075, -3.2711], [1.8500, 0.4388, -3.6166], [4.5926, -1.0404, -3.5413], [4.1574, -0.6609, -2.7779], [3.9534, -1.6557, -3.9007], [-1.7800, 4.8916, 3.9037], [-1.4766, 4.2659, 3.2460], [-1.0643, 4.9396, 4.5374], [2.5234, -4.0666, -2.6293], [2.2891, -4.9605, -2.8786], [1.7260, -3.7099, -2.2377], [0.0769, -2.4855, 3.6257], [0.0165, -2.8988, 2.7645], [-0.0564, -1.5532, 3.4544], [-3.2946, 1.9288, -1.7636], [-3.6034, 2.2365, -0.9115], [-3.2907, 2.7116, -2.3145], [-3.1502, -1.1001, -1.5189], [-2.4712, -0.4414, -1.6648], [-3.9109, -0.7708, -1.9976], [-0.5591, 2.1241, 6.3182], [-0.2127, 1.4980, 6.9539], [-1.2890, 1.6651, 5.9025], [4.3374, 1.3121, -1.7858], [3.6483, 1.7166, -2.3129], [3.8737, 0.9155, -1.0483], [-1.8302, -5.4620, -1.1162], [-1.2361, -4.7812, -0.8002], [-2.7056, -5.1052, -0.9661], [0.0613, 3.1907, -1.0637], [-0.4197, 2.5284, -1.5599], [0.8641, 3.3307, -1.5658]],
  "atomic_forces_ev_per_a": [[-2.442, 0.599, 1.953], [2.319, 0.220, -1.209], [1.500, -0.803, -1.758], [0.397, 0.476, 0.156], [-0.688, -0.749, -0.265], [-0.206, 0.266, -0.491], [-0.463, 0.602, 0.842], [1.186, -1.069, 0.888], [-3.439, 1.099, 0.075], [2.382, -1.253, -0.139], [1.285, 0.497, 1.327], [-2.840, 1.585, 0.502], [0.727, -1.580, -2.183], [0.013, 0.454, -0.119], [-0.205, 0.026, 0.009], [0.229, -0.369, 0.046], [0.169, -0.031, -0.533], [-0.007, 0.313, 0.409], [-0.109, -0.379, 0.059], [-0.182, 0.381, 0.001], [-0.054, -0.328, -0.161], [0.153, -0.108, 0.207], [0.454, -0.072, -0.424], [-0.030, -0.201, -0.054], [-0.296, 0.277, 0.434], [0.069, -0.407, 0.465], [-0.079, -0.030, -0.230], [0.044, 0.362, -0.167], [0.067, -0.186, -0.578], [0.110, -0.018, 0.697], [-0.018, 0.204, -0.148], [0.007, -0.636, 0.007], [0.006, 0.415, 0.139], [-0.112, 0.218, -0.068], [0.143, 0.286, 0.386], [0.123, -0.116, 0.144], [-0.120, -0.041, -0.433], [0.564, 0.116, 0.120], [-0.382, -0.001, -0.206], [-0.270, -0.130, 0.178], [-0.079, -0.395, -0.104], [0.362, 0.361, 0.064], [-0.185, 0.128, 0.014], [-0.119, 0.283, 0.070], [-0.331, -0.285, 0.107], [0.347, 0.016, -0.031]],
  "energy_ha": -1620.37927,
  "total_charge": -1,
  "relative_energy_ev": 1.1509,
  "mol_weight_da": 385.0,
  "homo_lumo_gap_ev": 10.3
}



# 5
{
  "formula": "C4H22BO19",
  "method": "ωB97M-V/def2-TZVPD",
  "elements": ["O", "C", "O", "B", "O", "C", "O", "O", "C", "O", "C", "O", "O", "O", "H", "H", "O", "H", "H", "O", "H", "H", "O", "H", "H", "O", "H", "H", "O", "H", "H", "O", "H", "H", "O", "H", "H", "O", "H", "H", "O", "H", "H", "O", "H", "H"],
  "xyz": [[-3.5004, -0.4579, -0.5631], [-2.5959, -0.0204, 0.1533], [-1.7873, -0.8841, 0.4927], [-0.4010, -0.1689, 0.5670], [-0.8023, 1.2241, 0.3067], [-2.0010, 1.2875, 0.0945], [-2.4389, 2.2620, -0.5200], [0.5606, -0.6209, -0.3496], [1.5872, -0.9590, 0.2901], [2.5484, -1.4873, -0.2009], [1.4137, -0.6368, 1.6147], [0.2246, -0.2754, 1.8732], [2.2293, -0.9207, 2.4892], [-0.3368, 2.8821, -2.3858], [-1.1890, 2.7852, -2.1806], [-0.3076, 3.5515, -3.1011], [2.5064, -2.8340, -2.7514], [1.7603, -2.2440, -2.9019], [2.8718, -2.5618, -1.8490], [-3.8681, 4.3881, -1.1295], [-4.5694, 4.0506, -1.8274], [-3.5242, 3.5513, -0.8957], [-0.8822, -3.3205, 1.0949], [-0.9741, -3.8786, 0.2406], [-1.4952, -2.5532, 1.0984], [5.2206, -1.4789, 0.7606], [4.2678, -1.4609, 0.2618], [5.4959, -2.3895, 0.9878], [-4.5818, -3.2825, 0.1016], [-4.1123, -2.4203, 0.3280], [-4.7040, -3.3723, -0.6873], [0.3997, 3.6982, 0.4488], [0.0888, 3.6011, 1.4144], [-0.3932, 3.2812, -0.1493], [-3.7554, -0.9359, -3.1733], [-4.7697, -0.7464, -3.2395], [-3.5425, -0.4363, -2.3633], [5.3025, -0.2070, 2.9523], [4.9581, 0.6405, 2.6713], [5.0835, -0.8160, 2.3206], [2.0213, 1.3354, -2.3197], [1.6605, 0.4543, -2.1452], [1.2019, 1.9502, -2.2689], [1.8895, 0.2989, 4.9972], [2.1248, 0.1951, 4.0814], [1.1151, -0.0678, 5.3615]],
  "atomic_forces_ev_per_a": [[-1.415, 2.256, 1.379], [-4.953, -2.411, -4.316], [5.922, -1.682, 3.094], [-1.743, 0.376, 1.676], [4.999, -1.359, 1.727], [-3.394, 4.725, -3.498], [-0.895, -0.845, 1.134], [-2.925, 0.265, -3.236], [3.605, -1.714, -3.754], [0.647, -0.181, -0.267], [3.405, -1.733, 7.994], [-2.727, 1.174, -0.210], [-0.522, 0.913, -1.462], [5.221, 1.424, -2.222], [-5.495, -0.680, 1.446], [0.066, -0.601, 0.717], [0.791, 0.272, 1.532], [0.119, 0.005, 0.141], [-0.996, -0.355, -1.868], [-3.275, 0.395, -3.039], [1.958, 1.450, 2.042], [1.019, -1.453, 0.870], [0.005, -1.069, -1.497], [-0.193, 1.884, 2.189], [0.398, -1.274, -0.616], [-2.407, -0.551, -1.957], [3.099, -0.673, 1.937], [-0.721, 0.597, -0.548], [2.942, 2.822, 15.357], [-1.083, -1.776, -1.197], [-1.885, -1.035, -14.301], [-3.260, -1.320, 0.118], [0.557, 0.139, -2.408], [3.000, 1.693, 2.375], [-2.931, 0.883, -0.195], [2.838, -0.624, 0.062], [-0.040, -0.395, -0.269], [1.183, 2.883, 3.822], [-0.076, -0.042, -0.135], [-0.957, -2.215, -2.923], [-1.738, 1.027, 0.150], [0.111, 0.328, -0.100], [1.775, -1.488, -0.040], [2.019, 1.903, 1.303], [-0.763, -0.999, -0.458], [-1.284, -0.938, -0.549]],
  "energy_ha": -1620.20061,
  "total_charge": -1,
  "relative_energy_ev": 6.0125,
  "mol_weight_da": 385.0,
  "homo_lumo_gap_ev": 9.0
}



# 6
{
  "formula": "C4H22BO19",
  "method": "ωB97M-V/def2-TZVPD",
  "elements": ["O", "C", "O", "B", "O", "C", "O", "O", "C", "O", "C", "O", "O", "O", "H", "H", "O", "H", "H", "O", "H", "H", "O", "H", "H", "O", "H", "H", "O", "H", "H", "O", "H", "H", "O", "H", "H", "O", "H", "H", "O", "H", "H", "O", "H", "H"],
  "xyz": [[16.0969, 6.5939, 33.7728], [17.0945, 6.6424, 33.1109], [17.3793, 6.0310, 31.9910], [18.6965, 6.4279, 31.4944], [19.3502, 7.0922, 32.6465], [18.4156, 7.2672, 33.5692], [18.6234, 7.9736, 34.5233], [18.6361, 7.2726, 30.3048], [18.8903, 6.5353, 29.2590], [18.6037, 6.7671, 28.1167], [19.4310, 5.1711, 29.7473], [19.5041, 5.2533, 31.0616], [19.7448, 4.2248, 29.0837], [22.6511, 6.4110, 32.9606], [21.8212, 6.2990, 32.4888], [22.3910, 6.8283, 33.8063], [21.2810, 6.4703, 35.2802], [21.3563, 5.6759, 35.8205], [20.7053, 7.0586, 35.7875], [18.8753, 2.2016, 32.7171], [18.7480, 2.8480, 33.4182], [18.9463, 2.7295, 31.9118], [21.5468, 5.7467, 26.2702], [20.5787, 5.7609, 26.3028], [21.7877, 6.5438, 25.7887], [14.8881, 8.1646, 30.9997], [15.4426, 7.9828, 31.7667], [15.3989, 8.7913, 30.4752], [14.9650, 7.1108, 36.2664], [15.5281, 7.1955, 35.4768], [14.0731, 7.0351, 35.9166], [20.6756, 2.0152, 27.0926], [20.1678, 2.7342, 27.4847], [21.5563, 2.1148, 27.4659], [19.0418, 10.0569, 31.8409], [19.5484, 10.4985, 31.1515], [19.5261, 9.2377, 32.0106], [18.3408, 4.2526, 26.5605], [18.7422, 4.3794, 27.4393], [17.4595, 4.6286, 26.6399], [21.6724, 9.2975, 34.0473], [20.9099, 9.8353, 33.7999], [21.3551, 8.7506, 34.7687], [17.6536, 10.2906, 36.0681], [17.4304, 10.6688, 35.2122], [18.1005, 9.4609, 35.8524]],
  "atomic_forces_ev_per_a": [[-0.208, 0.233, -0.682], [0.966, -0.956, 0.997], [-0.970, -0.068, -0.640], [1.495, -0.337, 0.252], [-0.858, -0.504, -0.647], [1.337, 2.133, 0.262], [-0.585, -0.627, 0.450], [-0.296, 0.588, 0.586], [-0.826, -0.870, -1.359], [0.481, 0.328, 0.236], [0.543, 0.336, 0.442], [-0.631, -0.207, 0.350], [-0.119, 0.018, -0.191], [0.235, 0.176, 0.258], [-0.065, 0.033, 0.088], [0.088, -0.377, -0.800], [-0.354, 0.177, 0.642], [0.106, 0.022, -0.107], [-0.113, -0.213, -0.094], [-0.045, 0.048, -0.047], [0.012, 0.004, -0.062], [0.069, -0.017, 0.084], [-0.156, 0.092, 0.002], [0.098, -0.114, 0.008], [-0.045, -0.021, 0.036], [0.074, 0.130, -0.010], [-0.184, -0.020, -0.055], [0.011, -0.083, 0.031], [0.125, 0.122, -0.039], [-0.268, -0.122, 0.312], [0.046, -0.014, -0.044], [0.072, -0.138, 0.006], [0.031, -0.040, -0.050], [-0.046, 0.071, 0.005], [0.148, 0.043, 0.184], [-0.055, -0.061, -0.003], [-0.030, -0.036, -0.088], [0.099, -0.130, 0.126], [-0.151, 0.040, -0.359], [0.070, 0.084, 0.017], [-0.009, 0.311, -0.096], [0.016, -0.057, 0.062], [-0.064, -0.028, -0.037], [0.147, 0.049, 0.079], [0.027, -0.073, -0.003], [-0.223, 0.073, -0.102]],
  "energy_ha": -1620.38436,
  "total_charge": -1,
  "relative_energy_ev": 1.0123,
  "mol_weight_da": 385.0,
  "homo_lumo_gap_ev": 10.1
}



Calculated highest occupied orbital energy (eV), listed in the same order as above: -13.0 -7.9 -9.7 -8.3 -7.9 -8.3